1.
Entry from the Open Molecules 2025 dataset: a 2-piece molecular cluster, C6H11IN overall (ωB97M-V/def2-TZVPD).

The geometry in XYZ format:
```
19
Properties=species:S:1:pos:R:3:forces:R:3:nbo_charge:R:1
C 2.087 -0.566 -0.006 -3.99 -1.25 -1.53 -0.45
C 1.692 0.656 0.234 -2.77 0.56 -1.54 0.19
C -1.535 -1.415 0.806 -0.22 -2.31 -1.07 0.02
C -0.072 1.123 -0.756 1.62 0.08 -2.28 -0.28
C 2.309 1.843 0.800 -2.04 2.57 1.10 -0.73
C -1.423 1.199 -1.036 3.17 -0.21 1.64 -0.44
N -1.663 -2.517 0.063 0.12 0.56 -0.21 -0.68
I -3.121 0.629 0.109 0.55 0.46 -0.37 0.33
H 1.276 -1.240 -0.539 2.26 1.10 1.07 0.20
H 2.986 -0.976 0.333 1.36 -0.50 0.33 0.24
H -2.066 -1.489 1.727 0.07 0.65 0.69 0.23
H -0.668 -0.761 0.539 -0.88 -0.52 0.68 0.27
H 0.433 1.427 -1.805 -0.81 -0.37 2.60 0.23
H 1.659 2.219 1.678 0.53 -0.19 -1.61 0.25
H 2.474 2.684 0.064 -0.41 -0.96 0.74 0.26
H 3.204 1.711 1.344 1.42 -0.90 0.07 0.26
H -1.594 1.756 -1.931 -0.98 -0.10 -0.47 0.24
H -2.360 -3.306 0.010 0.78 1.59 0.95 0.45
H -1.036 -2.527 -0.712 0.22 -0.26 -0.77 0.41
```
Positions in Å, forces in eV/Å.

Max |F| = 0.087 hartree/bohr
Multiplicity = 1
Energy above the lowest of the compared OMol25 structures with the same formula, charge and spin = 513.5 kJ/mol
Net charge = +1
HOMO level = -13.1 eV

---

2.
Entry from the Open Molecules 2025 dataset: C6H11InN5P as an isolated structure (ωB97M-V/def2-TZVPD).

The geometry in XYZ format:
```
24
Properties=species:S:1:pos:R:3:forces:R:3:nbo_charge:R:1
C 0.437 -0.986 -3.163 2.51 4.90 -1.52 -0.49
C -0.460 0.131 -3.515 -0.06 -1.79 0.30 -0.21
C -0.287 1.297 -2.693 0.65 -0.42 -1.44 -0.37
C 0.941 1.178 -2.026 2.86 -0.72 -0.69 -0.30
C 1.652 -0.138 -2.274 -2.95 0.97 -2.36 -0.51
In -0.005 -0.895 -0.967 -2.47 -1.27 1.67 0.61
P 0.926 -2.789 1.084 -1.18 -2.18 1.41 0.02
H 0.469 -1.961 -3.696 0.28 0.98 0.72 0.26
H -1.276 0.062 -4.304 1.00 -0.19 1.40 0.23
H -0.781 2.288 -2.850 0.27 -1.27 0.34 0.24
H 2.673 -0.455 -1.915 -1.56 0.27 -0.49 0.26
H 1.447 2.116 -1.638 -0.61 -1.64 0.08 0.24
H 2.182 -2.359 1.359 1.36 0.53 0.53 -0.02
H 1.464 -3.761 0.192 -0.33 0.13 0.01 0.00
H 0.835 -3.783 2.228 0.47 0.84 -0.96 -0.02
N -0.449 1.389 4.225 2.20 -1.31 0.73 -0.65
N -0.801 1.329 2.891 -1.67 -2.23 0.18 0.12
N -2.110 1.391 2.666 -0.16 0.51 -1.56 -0.24
C -2.265 0.869 1.441 1.72 0.43 0.49 0.11
N -1.005 0.428 1.008 -1.49 -0.71 1.45 -0.27
N -0.154 0.469 2.003 -1.70 3.44 -0.29 -0.04
H 0.563 1.191 4.271 -0.88 0.46 0.20 0.38
H -0.753 2.165 4.806 -0.08 0.16 -1.04 0.40
H -3.245 0.826 0.867 1.81 0.09 0.84 0.24
```
Positions in Å, forces in eV/Å.

Max |F| = 0.111 hartree/bohr
Multiplicity = 1
Energy above the lowest of the compared OMol25 structures with the same formula, charge and spin = 230.0 kJ/mol
Net charge = 0
HOMO level = -5.6 eV

---

3.
Entry from the Open Molecules 2025 dataset: C6H11InO4 as an isolated structure (ωB97M-V/def2-TZVPD).

The geometry in XYZ format:
```
22
Properties=species:S:1:pos:R:3:forces:R:3:lowdin_charge:R:1
In -35.991 2.741 -5.028 -7.06 0.54 -1.74 1.47
C -33.277 -0.774 -4.715 2.76 -0.18 1.87 -0.04
C -34.585 -0.310 -5.262 0.99 2.30 -1.92 -0.16
O -35.051 0.961 -4.737 -2.87 -7.55 -0.32 -0.17
H -33.069 -1.820 -4.941 -0.56 -0.04 -0.04 0.11
H -33.092 -0.643 -3.649 -0.71 -0.25 0.26 0.10
H -32.408 -0.259 -5.125 -0.31 0.41 -0.54 0.10
H -35.178 -1.223 -5.205 -1.31 0.45 0.49 0.18
H -34.298 -0.029 -6.275 -0.90 -0.65 -0.46 0.13
C -31.051 5.924 -4.689 -0.93 0.02 -0.03 0.02
C -31.508 4.533 -4.238 2.99 1.42 -1.68 -0.29
C -31.994 4.490 -2.870 -0.24 1.74 1.19 -0.05
O -33.075 3.605 -2.959 -2.80 -3.43 1.02 0.17
C -33.381 3.310 -4.172 3.98 1.94 -0.23 -0.45
O -34.228 2.494 -4.588 8.33 4.81 2.43 -0.13
O -32.577 3.947 -5.002 -1.25 -1.01 -0.91 0.18
H -30.817 6.057 -5.745 0.02 -0.55 0.02 0.10
H -30.153 6.182 -4.127 -0.07 0.01 0.10 0.11
H -31.845 6.635 -4.459 0.10 0.22 0.10 0.10
H -30.610 3.917 -4.282 -0.35 -0.68 -0.70 0.17
H -32.524 5.401 -2.592 0.85 0.38 0.55 0.17
H -31.194 4.141 -2.218 -0.67 0.11 0.52 0.18
```
Positions in Å, forces in eV/Å.

Max |F| = 0.193 hartree/bohr
Multiplicity = 1
Energy above the lowest of the compared OMol25 structures with the same formula, charge and spin = 364.3 kJ/mol
Net charge = +2
HOMO level = -18.2 eV

---

4.
Entry from the Open Molecules 2025 dataset: C6H11N as an isolated structure (ωB97M-V/def2-TZVPD).

The geometry in XYZ format:
```
18
Properties=species:S:1:pos:R:3:forces:R:3:nbo_charge:R:1
C 1.962 -0.736 0.115 -1.46 -0.12 -3.00 -0.61
C 0.484 -0.178 -0.055 3.98 -1.91 1.15 0.12
C 0.304 1.296 -0.006 -2.07 0.46 1.95 -0.41
C -1.197 0.793 0.322 -0.19 0.70 1.67 -0.22
C -1.542 0.092 -1.005 -1.54 0.62 0.40 -0.24
C -0.492 -0.374 1.108 0.68 0.07 1.25 -0.43
H 2.003 -1.831 -0.106 -0.07 0.63 0.86 0.21
H 2.349 -0.405 1.045 0.34 -0.19 0.98 0.21
H 2.612 -0.321 -0.690 -0.46 0.02 0.48 0.21
H 0.739 1.619 0.943 0.02 0.42 -0.22 0.20
H 0.446 2.029 -0.782 0.22 -0.27 -0.61 0.22
H -1.862 1.432 0.983 0.28 -0.62 -1.54 0.22
H -2.483 -0.480 -0.972 0.62 -0.68 0.52 0.20
H -1.862 0.809 -1.785 1.14 -0.03 -0.08 0.19
H -0.263 -1.687 -1.242 -0.56 2.12 0.21 0.37
H -0.880 -1.444 1.201 0.05 1.61 -0.11 0.20
H -0.052 0.010 2.095 -0.78 -0.67 -1.26 0.20
N -0.264 -0.623 -1.169 -0.21 -2.15 -2.64 -0.64
```
Positions in Å, forces in eV/Å.

Max |F| = 0.089 hartree/bohr
Multiplicity = 1
Energy above the lowest of the compared OMol25 structures with the same formula, charge and spin = 207.7 kJ/mol
Net charge = 0
HOMO level = -8.5 eV

---

5.
Entry from the Open Molecules 2025 dataset: one molecule with the formula C6H11N (ωB97M-V/def2-TZVPD).

The geometry in XYZ format:
```
18
Properties=species:S:1:pos:R:3:forces:R:3:nbo_charge:R:1
C -2.470 -0.189 -1.048 -0.03 -0.01 -0.04 -0.60
C -1.392 0.218 -0.045 0.02 0.01 0.09 -0.40
C 0.011 -0.179 -0.505 -0.04 -0.02 -0.06 -0.41
C 1.144 0.218 0.409 0.08 -0.13 -0.52 -0.14
C 2.550 -0.090 -0.029 0.09 0.01 0.00 -0.62
C 0.903 0.639 1.697 -0.11 0.26 0.42 -0.02
N 0.700 1.072 2.821 0.04 -0.03 -0.26 -0.36
H -3.469 0.094 -0.699 0.16 -0.04 -0.03 0.21
H -2.311 0.291 -2.020 0.00 -0.06 0.13 0.20
H -2.471 -1.273 -1.211 0.02 0.14 0.03 0.20
H -1.426 1.302 0.119 0.01 -0.13 -0.02 0.21
H -1.606 -0.244 0.928 0.04 0.06 -0.12 0.20
H 0.044 -1.266 -0.687 -0.01 0.13 0.02 0.20
H 0.208 0.279 -1.487 -0.01 -0.03 0.12 0.21
H 0.821 -0.373 2.243 -0.02 -0.20 0.17 0.45
H 2.689 -1.158 -0.248 -0.04 0.14 0.04 0.21
H 2.782 0.452 -0.956 -0.06 -0.05 0.12 0.22
H 3.294 0.206 0.717 -0.15 -0.05 -0.08 0.22
```
Positions in Å, forces in eV/Å.

Max |F| = 0.010 hartree/bohr
Multiplicity = 1
Energy above the lowest of the compared OMol25 structures with the same formula, charge and spin = 415.7 kJ/mol
Net charge = 0
HOMO level (alpha / beta) = -7.7 / -7.6 eV

---

6.
Entry from the Open Molecules 2025 dataset: one molecule with the formula C6H11N (ωB97M-V/def2-TZVPD).

The geometry in XYZ format:
```
18
Properties=species:S:1:pos:R:3:forces:R:3:nbo_charge:R:1
C 0.882 1.804 -1.619 -0.92 0.15 -0.60 -0.41
N 1.626 0.710 -1.048 0.53 -0.48 1.20 -0.62
C 0.893 -0.306 -0.369 -0.16 -0.57 -1.23 0.17
C 1.049 -1.591 -0.782 0.13 0.94 0.72 -0.51
C -2.102 -0.489 2.043 0.80 -0.19 0.30 -0.65
C -0.817 -0.783 1.299 -0.67 1.53 0.12 -0.11
C -0.152 0.124 0.567 0.89 -0.78 -0.27 -0.27
H 0.455 2.490 -0.889 0.30 -0.04 0.20 0.19
H 1.516 2.388 -2.284 0.12 -0.06 0.12 0.21
H 0.016 1.450 -2.214 0.21 0.05 0.02 0.17
H 2.150 0.228 -1.757 0.22 0.25 -0.24 0.36
H 0.321 -2.343 -0.520 0.34 -0.22 0.23 0.21
H 1.966 -1.837 -1.304 -0.32 -0.25 -0.41 0.19
H -2.820 -1.300 1.913 0.13 -0.12 0.17 0.22
H -2.626 0.424 1.769 0.36 0.15 -0.19 0.22
H -1.795 -0.422 3.089 -0.56 -0.08 0.28 0.22
H -0.373 -1.753 1.481 -0.22 -0.25 -0.53 0.21
H -0.188 1.206 0.624 -1.19 -0.06 0.09 0.21
```
Positions in Å, forces in eV/Å.

Max |F| = 0.033 hartree/bohr
SMILES = C=C(/C=C/C)NC
Multiplicity = 1
Energy above the lowest of the compared OMol25 structures with the same formula, charge and spin = 192.6 kJ/mol
Net charge = 0
HOMO level = -7.7 eV

---

7.
Entry from the Open Molecules 2025 dataset: one molecule with the formula C6H11N (ωB97M-V/def2-TZVPD).

The geometry in XYZ format:
```
18
Properties=species:S:1:pos:R:3:forces:R:3:nbo_charge:R:1
C 1.312 1.717 2.748 0.15 -0.50 0.23 -0.52
C 1.350 1.340 1.473 0.54 0.25 -0.02 0.02
N 0.728 0.232 0.921 0.36 0.05 0.20 -0.61
C 1.077 -0.146 -0.436 -0.35 -1.21 -0.65 -0.25
C -2.481 -1.159 -1.713 0.38 -0.36 -0.45 -0.65
C -1.104 -1.180 -1.115 0.90 0.54 -0.06 -0.17
C -0.131 -0.306 -1.352 -0.08 0.32 -0.04 -0.19
H 0.836 1.080 3.486 -0.22 0.22 0.03 0.19
H 1.892 2.551 3.109 -0.04 0.09 -0.10 0.21
H 1.986 1.888 0.780 -0.35 0.19 -0.08 0.18
H 0.700 -0.533 1.579 -0.29 -0.03 -0.19 0.38
H 1.758 0.578 -0.865 0.14 0.19 0.03 0.20
H 1.588 -1.121 -0.466 0.19 0.23 0.29 0.19
H -3.097 -1.869 -1.173 -0.38 0.15 -0.02 0.22
H -2.871 -0.149 -1.665 -0.31 0.08 0.31 0.22
H -2.528 -1.412 -2.780 0.26 -0.21 0.18 0.22
H -0.838 -1.886 -0.336 -0.59 -0.22 0.25 0.18
H -0.176 0.377 -2.195 -0.30 0.23 0.10 0.19
```
Positions in Å, forces in eV/Å.

Max |F| = 0.027 hartree/bohr
SMILES = C=CNC/C=C/C
Multiplicity = 1
Energy above the lowest of the compared OMol25 structures with the same formula, charge and spin = 178.9 kJ/mol
Net charge = 0
HOMO level = -8.0 eV

---

8.
Entry from the Open Molecules 2025 dataset: one molecule with the formula C6H11N (ωB97M-V/def2-TZVPD).

The geometry in XYZ format:
```
18
Properties=species:S:1:pos:R:3:forces:R:3:nbo_charge:R:1
C -1.497 -0.494 -0.662 -0.72 0.01 -1.01 -0.30
C -2.063 0.318 0.233 0.73 0.04 0.40 0.02
N -2.831 -0.055 1.316 -0.58 -0.08 -0.42 -0.83
C -0.328 -0.037 -1.495 0.39 0.30 -0.36 -0.46
C 0.943 -0.402 -0.758 -0.36 -0.06 0.74 -0.16
C 1.841 0.440 -0.259 -0.86 0.44 -0.19 -0.20
C 2.803 0.084 0.827 0.86 0.24 -0.09 -0.65
H -1.969 -1.438 -0.894 0.43 -0.59 0.49 0.19
H -1.820 1.370 0.158 0.34 0.10 0.56 0.18
H -2.988 0.555 2.094 -0.18 0.17 -0.22 0.39
H -3.369 -0.899 1.264 0.07 -0.06 0.20 0.38
H -0.240 -0.467 -2.494 -0.60 -0.16 -0.07 0.21
H -0.439 1.042 -1.629 0.42 0.07 -0.02 0.20
H 0.950 -1.438 -0.420 0.12 -0.05 -0.04 0.18
H 1.749 1.454 -0.642 0.23 0.20 0.42 0.19
H 2.416 0.094 1.848 -0.61 -0.27 -0.23 0.22
H 3.649 0.767 0.937 0.07 0.01 -0.55 0.21
H 3.194 -0.895 0.578 0.22 -0.32 0.40 0.22
```
Positions in Å, forces in eV/Å.

Max |F| = 0.024 hartree/bohr
SMILES = C/C=C/C/C=C/N
Multiplicity = 1
Energy above the lowest of the compared OMol25 structures with the same formula, charge and spin = 173.3 kJ/mol
Net charge = 0
HOMO level = -7.7 eV

---

9.
Entry from the Open Molecules 2025 dataset: one molecule with the formula C6H11N (ωB97M-V/def2-TZVPD).

The geometry in XYZ format:
```
18
Properties=species:S:1:pos:R:3:forces:R:3:nbo_charge:R:1
C 1.542 -0.308 -0.231 -0.49 1.62 1.41 -0.25
C 1.798 0.270 0.965 0.41 -0.24 -1.92 -0.04
N 3.118 -0.058 1.519 -1.98 1.60 1.28 -0.80
C 0.214 -0.818 -0.558 -0.46 -0.24 -2.60 -0.51
C -0.901 0.134 -0.623 -5.16 1.80 1.73 -0.17
C -2.305 -0.128 -0.439 6.83 -0.23 -0.65 -0.20
C -3.322 0.890 -0.801 -0.79 -0.44 2.45 -0.65
H 2.266 -0.391 -0.972 1.88 -1.20 -0.57 0.21
H 1.051 1.048 1.299 0.92 -1.47 0.91 0.21
H 2.934 0.133 2.505 0.92 0.77 0.18 0.35
H 3.054 -1.052 1.612 0.41 -0.81 -0.67 0.36
H 0.194 -1.283 -1.571 0.53 0.31 0.27 0.22
H 0.195 -1.683 0.050 -1.32 -0.90 1.00 0.23
H -0.622 1.225 -0.725 -0.16 -1.24 -0.33 0.19
H -2.328 -1.199 -0.194 -1.50 0.38 -0.14 0.20
H -4.247 0.738 -0.185 0.53 0.07 -0.79 0.21
H -3.524 0.745 -1.838 -0.48 0.55 -0.77 0.23
H -2.956 1.885 -0.487 -0.09 -0.33 -0.78 0.22
```
Positions in Å, forces in eV/Å.

Max |F| = 0.133 hartree/bohr
SMILES = C/C=C/C/C=C/N
Multiplicity = 1
Energy above the lowest of the compared OMol25 structures with the same formula, charge and spin = 369.1 kJ/mol
Net charge = 0
HOMO level = -8.0 eV

---

10.
Entry from the Open Molecules 2025 dataset: C6H11N as an isolated structure (ωB97M-V/def2-TZVPD).

The geometry in XYZ format:
```
18
Properties=species:S:1:pos:R:3:forces:R:3:nbo_charge:R:1
C -1.868 -0.941 0.544 -3.29 0.35 -0.47 -0.63
C -0.579 -0.224 0.246 -0.86 -1.00 -2.94 0.09
C 0.515 -1.153 -0.318 0.04 -1.01 -0.07 -0.42
C 1.672 -0.144 -0.561 0.35 -0.75 1.26 -0.44
C 0.804 1.128 -0.288 1.11 0.94 1.30 -0.05
C 0.154 0.711 1.111 1.12 1.85 1.31 -0.41
H -2.178 -1.884 -0.115 1.02 2.28 0.86 0.22
H -1.877 -1.381 1.563 0.03 0.59 -0.35 0.22
H -2.766 -0.108 0.443 2.09 -2.30 0.46 0.23
H 0.142 -1.670 -1.249 0.41 0.49 0.92 0.21
H 0.761 -1.923 0.449 -0.06 0.28 -0.64 0.21
H 2.437 -0.260 0.309 -1.06 0.36 -1.63 0.20
H 2.224 -0.302 -1.522 -0.69 0.56 0.68 0.22
H 1.410 2.079 -0.403 -1.30 -0.76 0.00 0.20
H -0.467 1.519 1.597 0.61 -0.83 -0.82 0.23
H 0.833 0.283 1.853 -0.06 -0.04 0.00 0.20
H -0.598 0.696 -1.829 -0.13 0.08 1.91 0.34
N -0.588 0.956 -0.786 0.66 -1.11 -1.76 -0.62
```
Positions in Å, forces in eV/Å.

Max |F| = 0.065 hartree/bohr
Multiplicity = 1
Energy above the lowest of the compared OMol25 structures with the same formula, charge and spin = 203.7 kJ/mol
Net charge = 0
HOMO level = -9.4 eV

---

11.
Entry from the Open Molecules 2025 dataset: one molecule with the formula C6H11N (ωB97M-V/def2-TZVPD).

The geometry in XYZ format:
```
18
Properties=species:S:1:pos:R:3:forces:R:3:nbo_charge:R:1
C 1.637 -1.487 -2.776 0.98 0.62 -0.43 -0.41
N 1.210 -0.225 -2.182 -1.03 0.94 -1.11 -0.61
C 0.528 -0.298 -0.980 -1.43 0.57 1.51 0.03
C -0.438 0.573 -0.529 1.47 -0.69 -1.47 -0.35
C -1.063 0.439 0.783 0.02 0.85 1.95 -0.22
C -0.620 1.010 1.933 -1.21 -1.42 -1.34 -0.16
C -1.265 0.833 3.263 -1.26 -2.07 -0.37 -0.64
H 2.278 -1.230 -3.650 -0.42 -0.38 0.55 0.20
H 2.269 -1.996 -2.038 -0.13 -0.03 -0.23 0.20
H 0.845 -2.164 -3.102 -0.19 0.07 0.06 0.18
H 0.756 0.452 -2.861 0.86 -1.30 1.20 0.37
H 0.823 -1.158 -0.307 -0.24 1.07 -0.87 0.19
H -0.792 1.414 -1.166 0.34 -0.70 0.24 0.20
H -2.031 -0.059 0.844 0.14 -0.29 -0.02 0.19
H 0.204 1.664 1.907 1.19 0.57 -0.16 0.19
H -0.586 0.538 4.042 0.68 0.10 0.28 0.22
H -2.012 -0.040 3.250 0.74 1.44 -0.17 0.21
H -1.745 1.735 3.569 -0.53 0.64 0.37 0.21
```
Positions in Å, forces in eV/Å.

Max |F| = 0.048 hartree/bohr
SMILES = C/C=C/C=C/NC
Multiplicity = 1
Energy above the lowest of the compared OMol25 structures with the same formula, charge and spin = 168.2 kJ/mol
Net charge = 0
HOMO level = -7.8 eV

---

12.
Entry from the Open Molecules 2025 dataset: C6H11N as an isolated structure (ωB97M-V/def2-TZVPD).

The geometry in XYZ format:
```
18
Properties=species:S:1:pos:R:3:forces:R:3:nbo_charge:R:1
C -1.139 -1.269 -1.239 0.00 -0.06 0.01 -0.61
C -0.734 0.144 -0.832 -0.03 0.04 0.03 -0.45
C 0.129 0.254 0.429 0.32 0.13 -0.35 0.19
C 0.448 1.698 0.795 -0.02 0.02 0.03 -0.65
C 1.432 -0.539 0.296 0.05 -0.05 -0.02 -0.65
C -1.179 -0.034 1.695 0.44 -0.71 0.33 0.14
N -0.376 -0.886 1.903 -0.65 0.67 -0.14 -0.40
H -0.274 -1.874 -1.532 -0.14 0.09 0.05 0.20
H -1.822 -1.233 -2.093 0.10 0.00 0.12 0.22
H -1.649 -1.779 -0.416 0.06 0.07 -0.13 0.22
H -1.624 0.767 -0.700 0.14 -0.08 -0.01 0.22
H -0.136 0.602 -1.635 -0.04 -0.06 0.12 0.21
H -0.450 2.320 0.805 0.12 -0.11 0.00 0.23
H 0.929 1.753 1.775 -0.08 -0.02 -0.14 0.23
H 1.149 2.091 0.047 -0.09 -0.07 0.09 0.22
H 2.047 -0.440 1.193 -0.11 0.00 -0.13 0.23
H 1.262 -1.601 0.114 0.00 0.18 0.03 0.23
H 1.983 -0.118 -0.555 -0.10 -0.03 0.10 0.21
```
Positions in Å, forces in eV/Å.

Max |F| = 0.018 hartree/bohr
Multiplicity = 1
Energy above the lowest of the compared OMol25 structures with the same formula, charge and spin = 243.0 kJ/mol
Net charge = 0
HOMO level = -10.7 eV